Entry 1:
Formula: C4H9O3PS
Source: OMol25
Level of theory: ωB97M-V/def2-TZVPD

Calculated values
- Orbital gap: 9.166 eV
- HOMO energy: -8.8 eV
- Strongest force on any atom: 5.4 eV/A
- Relative energy (zero: lowest compared OMol25 entry of this formula, charge and spin): 112.1 kcal/mol

```
! RIJCOSX wB97M-V def2-TZVPD def2/J DEFGRID3
* xyz 0 1
C 0.316 -1.060 -1.758
H 1.928 0.429 1.209
H 1.398 -1.161 0.926
S -1.439 -0.897 1.677
H 0.582 -1.968 -1.464
C -0.139 -0.104 2.494
O -2.723 -0.843 2.231
O -1.463 0.002 -0.069
H 0.923 1.940 -2.037
C 0.348 1.843 -1.079
C 1.079 -0.176 0.924
O -0.942 -2.158 1.181
H 1.017 -0.676 -2.476
H -0.651 -1.011 -2.281
H -0.606 2.282 -1.266
P 0.016 0.150 -0.454
H -0.427 0.926 2.590
H 0.783 2.481 -0.346
*
```

Entry 2:
Formula: CH6N2S
Source: OMol25
Level of theory: ωB97M-V/def2-TZVPD

Calculated values
- Orbital gap: 8.123 eV
- HOMO energy: -8.3 eV
- Strongest force on any atom: 4.2 eV/A
- Relative energy (zero: lowest compared OMol25 entry of this formula, charge and spin): 43.8 kcal/mol

```
! RIJCOSX wB97M-V def2-TZVPD def2/J DEFGRID3
* xyz 0 1
C -0.447 2.285 -0.632
S -1.422 -0.242 -0.816
H -0.611 3.336 -0.386
H 0.594 -2.558 0.823
H 0.522 1.874 -0.783
H 1.620 -2.021 1.631
H -2.400 1.876 -0.943
H 2.189 -3.114 0.628
N -1.414 1.447 -0.793
N 1.370 -2.884 1.270
*
```

Entry 3:
Formula: C3H10O3S
Source: OMol25
Level of theory: ωB97M-V/def2-TZVPD

Calculated values
- Orbital gap: 5.836 eV
- HOMO energy: 0.2 eV
- Strongest force on any atom: 0.8 eV/A
- Relative energy (zero: lowest compared OMol25 entry of this formula, charge and spin): 6.6 kcal/mol

```
! RIJCOSX wB97M-V def2-TZVPD def2/J DEFGRID3
* xyz -2 1
H -0.986 -0.260 0.909
H -1.609 -0.294 -0.720
O 0.100 -1.414 -0.425
O 2.824 -1.132 -0.342
C -0.837 2.261 -0.164
O -0.934 -3.303 0.762
H -1.513 2.331 -1.021
H 2.788 -0.293 0.119
S 0.072 3.884 -0.046
C 0.082 1.048 -0.344
H 0.546 1.131 -1.330
H -0.471 -2.452 0.118
C -0.655 -0.280 -0.157
H -1.440 2.180 0.743
H 1.912 -1.474 -0.178
H 0.874 1.134 0.406
H -0.753 -3.067 1.669
*
```

Entry 4:
Formula: C25H38BeP2
Source: OMol25
Level of theory: ωB97M-V/def2-TZVPD

Calculated values
- Orbital gap (spin up / spin down): 4.308 / 4.310 eV
- HOMO energy (spin up / spin down): -4.2 / -4.2 eV
- Strongest force on any atom: 3.3 eV/A
- Relative energy (zero: lowest compared OMol25 entry of this formula, charge and spin): 0.0 kcal/mol

```
! RIJCOSX wB97M-V def2-TZVPD def2/J DEFGRID3
* xyz 0 1
H -5.968 0.535 -2.520
H 1.983 2.614 -2.307
H -0.411 -1.550 -2.424
C -1.290 -1.519 -3.086
H -5.144 4.491 -0.030
H 2.983 -1.352 0.086
H -0.152 -4.591 -0.746
C -4.107 4.258 -0.304
H -0.439 3.049 -1.872
C -0.103 -3.571 -3.966
H -5.306 2.635 -2.077
H -2.010 3.755 2.272
H -3.308 0.993 -4.469
H -0.689 -2.491 2.040
H -2.394 -4.587 -0.654
H -2.956 -0.656 -5.054
H 1.105 -4.746 -2.677
C 1.322 -0.049 -0.272
C -0.777 -0.691 0.842
H -4.626 2.019 1.993
C -2.902 -2.940 -1.701
H -2.186 -3.086 -4.338
H -5.230 0.044 -0.990
C -5.215 -2.036 -3.128
H -4.620 -0.019 -5.145
C 0.228 -4.092 -2.774
H -1.239 -0.525 -3.559
H -2.282 -4.838 -2.393
H -1.021 -2.055 -5.168
H -6.029 -1.723 -3.792
C -0.129 -1.792 1.398
H -0.609 2.689 2.146
C -1.687 2.747 1.963
H -2.202 1.996 2.592
H -3.882 4.627 -1.317
H -3.697 2.149 -2.624
H -4.703 -2.905 -3.566
H -3.864 -2.996 -1.181
C -4.472 1.948 -1.863
C -0.660 1.433 -0.487
C 1.935 -1.172 0.321
C 1.244 -2.018 1.170
H -0.336 -2.882 -1.051
C -5.018 0.506 -1.964
C -2.066 -4.109 -1.593
C -0.073 0.240 0.019
H -1.826 -0.497 1.073
H -3.418 4.725 0.410
C -4.999 1.823 0.982
C -0.530 -3.876 -1.494
Be -1.969 2.254 0.378
C 2.037 0.825 -1.129
H -2.368 -0.946 -1.343
H 3.083 0.587 -1.332
P -4.027 -0.669 -2.882
C -2.540 -1.639 -2.207
H -5.101 0.738 0.875
C -1.212 -2.578 -4.204
H 0.429 -3.863 -4.876
C 0.048 2.205 -1.393
H 1.749 -2.872 1.638
C -3.696 -0.026 -4.547
P -3.806 2.467 -0.238
C 1.418 1.934 -1.671
H -5.628 -2.333 -2.154
H -5.976 2.303 0.849
*
```

Entry 5:
Formula: C3H3F2N2OS
Source: OMol25
Level of theory: ωB97M-V/def2-TZVPD

Calculated values
- Orbital gap: 9.886 eV
- HOMO energy: -14.9 eV
- Strongest force on any atom: 4.7 eV/A

```
! RIJCOSX wB97M-V def2-TZVPD def2/J DEFGRID3
* xyz 1 1
F -2.693 -0.415 -0.936
C -0.865 1.258 -0.037
S -0.450 -1.598 -0.130
C 0.805 -0.425 -0.039
F -2.391 -0.479 1.203
O -1.386 2.299 -0.082
H 2.279 -1.800 -0.066
N 0.452 0.881 -0.001
H 1.149 1.626 0.012
N 2.058 -0.813 -0.025
C -1.797 -0.357 0.025
H 2.839 -0.177 0.075
*
```

Entry 6:
Formula: C41H33F9FeN9OS3
Source: OMol25
Level of theory: ωB97M-V/def2-TZVPD

Calculated values
- Orbital gap (spin up / spin down): 8.874 / 8.016 eV
- Expectation value of S²: 6.009
- HOMO energy (spin up / spin down): -11.1 / -10.2 eV
- Strongest force on any atom: 0.7 eV/A
- Relative energy (zero: lowest compared OMol25 entry of this formula, charge and spin): 4.1 kcal/mol

```
! RIJCOSX wB97M-V def2-TZVPD def2/J DEFGRID3
* xyz 1 5
F -1.500 -2.676 -3.462
H 2.489 -1.075 3.131
H 1.553 -3.093 2.376
F -2.306 -1.230 -6.689
C 3.504 -0.145 1.497
N -3.993 1.852 -0.326
Fe -1.681 0.423 -1.622
H -5.592 3.671 0.560
H -3.795 -2.125 5.047
C 1.909 -1.294 -3.251
C 0.455 2.587 4.126
H -6.891 3.090 -0.366
C -3.386 0.328 -4.600
C 4.690 0.349 0.967
H 0.102 6.620 -2.021
H -0.573 -3.385 -1.324
C 3.437 -0.716 2.756
C 2.750 -2.399 -3.213
H 4.703 0.795 -0.021
H 3.037 3.705 0.706
C 1.717 -0.531 -2.112
C 3.406 -2.756 -2.039
H -2.971 -2.053 0.830
S 2.037 0.005 0.529
H 1.392 -1.018 -4.160
H 0.337 -5.691 -1.664
H -2.031 2.270 1.174
C 1.454 -5.670 0.172
C 3.217 -2.011 -0.888
H 3.714 -2.282 0.035
F -3.208 1.280 -5.507
C 0.603 -5.124 -0.780
C 0.326 4.702 -1.096
C 1.161 3.910 -0.322
C 5.798 -0.325 2.991
C -4.946 0.047 -0.950
N 1.949 1.512 0.220
H 2.470 -5.374 2.043
C 1.966 6.454 -0.970
H 2.286 7.456 -1.226
H 0.152 -1.239 3.633
C 1.803 -4.944 1.307
H 1.848 -6.669 0.033
C -1.335 -1.668 2.144
C -2.557 -1.947 -3.820
H -2.878 2.392 3.529
C 0.085 -3.849 -0.600
C 2.397 4.357 0.126
N -5.931 0.924 -0.830
C -1.433 -0.781 -5.780
F -0.442 -1.680 -5.685
C 0.738 5.986 -1.419
S -0.292 -1.522 0.709
S 0.521 2.304 0.077
N 0.907 -0.624 1.388
C -0.913 2.540 4.374
H 1.155 2.666 4.948
N -3.761 0.584 -0.634
F -3.311 -2.693 -4.617
N -0.531 1.865 -0.817
C 2.371 -0.907 -0.948
C 5.842 0.253 1.725
C -2.101 -0.562 -4.392
H 4.067 -3.613 -2.018
H -0.616 4.294 -1.440
C -1.816 2.431 3.326
H -1.441 -1.548 5.513
H -4.581 -2.377 2.719
C 0.926 2.530 2.823
C 1.291 -3.671 1.498
C -0.879 -1.507 3.446
O -1.233 0.015 -3.539
C -1.776 -1.669 4.491
C -2.660 -1.968 1.864
C 0.007 2.425 1.786
H 1.067 0.332 -2.134
C 0.436 -3.143 0.538
F -3.271 -1.718 -2.682
H 6.777 0.627 1.330
C 4.601 -0.803 3.507
F -4.481 -0.360 -4.928
C 2.796 5.642 -0.206
N -0.952 -1.102 -0.503
C -3.546 -2.133 2.918
H 4.572 -1.246 4.494
F -3.670 0.961 -3.433
C -1.357 2.372 2.017
F -0.901 0.349 -6.235
H -1.274 2.587 5.394
C -3.102 -1.990 4.227
N -5.274 1.996 -0.449
N -5.893 3.213 -0.287
H 6.704 -0.399 3.579
H 3.756 6.012 0.131
H 2.901 -2.987 -4.110
H -5.093 -0.976 -1.256
H 1.988 2.554 2.617
*
```

Entry 7:
Formula: C30H30EuN5OS2
Source: OMol25
Level of theory: ωB97M-V/def2-TZVPD

Calculated values
- Orbital gap (spin up / spin down): 7.076 / 7.083 eV
- Expectation value of S²: 12.011
- HOMO energy (spin up / spin down): -7.3 / -7.3 eV
- Strongest force on any atom: 1.6 eV/A

```
! RIJCOSX wB97M-V def2-TZVPD def2/J DEFGRID3
* xyz 0 7
C -0.668 3.528 2.641
C -1.751 -1.746 -2.417
H -4.055 -0.234 -2.132
Eu -0.074 0.302 -0.176
H -0.033 -4.116 0.450
H 3.257 5.694 0.265
H -3.387 -1.019 -0.737
N 1.187 2.489 -0.178
C -0.314 0.769 -3.519
H 0.890 5.800 -0.534
C -2.375 4.685 1.409
H -0.380 3.683 -0.762
O 0.437 -1.762 0.292
H 5.098 1.387 0.170
H -4.379 1.348 -0.378
C 1.282 -5.802 0.678
H 0.486 -6.534 0.631
C -3.330 1.125 -0.612
C -2.686 1.161 -3.858
H 2.826 -7.270 0.917
H -2.539 -2.045 -3.117
C 3.617 -5.275 0.901
C 2.596 -6.215 0.840
C 1.369 4.859 -0.305
H 4.643 -5.597 1.025
H -2.652 0.185 2.539
H 0.945 1.751 -4.927
C 3.230 3.549 0.418
C -3.242 -0.167 -1.401
C -1.042 2.288 2.106
H -3.248 2.444 -5.477
N -2.528 1.023 0.617
C 0.656 3.674 -0.442
H -2.952 1.945 -1.225
C 3.323 -3.926 0.800
C -3.244 0.220 1.630
H -0.986 5.637 2.744
C 1.668 -2.062 0.514
H -3.621 3.452 0.191
H -2.893 5.597 1.144
H 4.706 -0.150 0.973
C 2.457 2.417 0.241
H 0.163 3.545 3.336
C 0.987 -4.451 0.576
N -1.924 -0.334 -2.019
H 4.247 3.462 0.765
C -2.429 1.977 -4.947
H -0.885 2.805 -6.193
H 4.110 -3.185 0.843
H -3.715 1.008 -3.565
C -0.083 1.583 -4.633
C -2.120 2.289 1.196
C 2.672 4.793 0.136
C 3.017 1.048 0.519
H -3.384 -0.802 1.282
S -0.142 0.835 2.540
H -1.791 -2.375 -1.526
N 2.196 0.080 0.400
C -2.777 3.475 0.868
H 4.632 1.376 1.870
H -0.773 -1.868 -2.878
N 2.654 -1.204 0.622
C -1.651 0.551 -3.149
C -1.114 2.177 -5.340
C 2.005 -3.507 0.636
S 1.082 0.083 -2.664
C 4.452 0.901 0.903
C -1.313 4.703 2.304
H -4.225 0.667 1.831
*
```

Entry 8:
Formula: C39H88Cl2FN2O13P
Source: OMol25
Level of theory: ωB97M-V/def2-TZVPD

Calculated values
- Orbital gap: 8.470 eV
- HOMO energy: -8.0 eV
- Strongest force on any atom: 2.2 eV/A

```
! RIJCOSX wB97M-V def2-TZVPD def2/J DEFGRID3
* xyz 0 1
H 0.469 -3.881 -1.923
H 1.741 -4.497 -0.880
C 0.915 0.510 -0.252
C -8.402 -2.860 -1.229
C -3.483 -0.991 4.907
C 6.201 -0.977 6.134
C -0.756 -0.924 -3.017
O -3.389 -5.054 1.182
C 0.668 0.157 2.884
F 1.273 1.831 -0.081
H -4.870 -3.704 1.688
C 4.034 3.253 0.506
H 1.859 2.905 -4.036
H -9.719 -7.598 3.432
H 5.895 -1.477 7.059
C 2.955 2.291 7.534
O -0.519 6.777 -9.422
H 5.592 -0.082 6.016
H 0.147 7.314 -9.859
H 0.424 5.133 -7.854
H 3.977 -2.900 1.120
C -9.836 -3.285 -1.490
H 4.204 -3.564 2.717
H -4.487 -4.593 -1.223
H 6.900 -1.456 -1.927
C 3.923 2.099 2.570
H -8.797 -6.096 3.631
C 0.367 -0.602 4.192
H 5.970 -1.067 -0.004
H -8.337 -1.777 -1.132
H -5.679 -3.404 -0.665
H 5.990 2.592 2.933
Cl -0.431 -2.202 0.770
O 2.990 2.423 3.299
O -2.940 -1.787 3.856
C 5.438 1.055 -0.397
C 2.101 -0.370 0.235
H 1.748 -3.019 2.257
C 4.212 0.811 0.489
C -4.216 0.224 4.370
H -0.235 0.101 2.277
H 4.574 0.166 1.280
H 1.260 -0.657 4.808
C -1.648 8.837 -8.773
H 4.598 3.318 6.580
H 0.905 -1.265 -5.808
H 6.204 1.589 0.159
O -7.534 -6.211 1.258
C -2.120 2.224 -1.742
C 0.313 4.085 -7.573
H -6.776 -6.711 1.574
C -1.024 7.530 -8.320
H -7.760 -3.169 -2.063
H 6.418 -2.623 5.111
C 2.479 -2.285 2.591
O -0.271 -0.595 -4.299
C 0.300 3.206 -8.809
H 3.194 2.663 -1.420
H -0.618 3.974 -7.017
O 1.373 3.716 -6.687
H -10.478 -2.975 -0.664
H 4.976 2.704 8.199
O 5.903 -1.817 5.021
C 4.198 3.162 7.584
C -8.714 -6.917 1.642
H 0.591 -2.470 -4.573
C 3.893 -2.674 2.180
H -2.731 -4.358 1.116
C -4.701 -3.838 -0.463
H -2.678 -0.684 5.584
H -7.952 -7.637 3.530
H 2.634 4.207 -0.728
H -2.630 3.039 -2.248
C 3.482 3.543 -0.860
C 5.282 1.800 3.146
C 0.784 -1.409 -4.740
H -2.460 8.645 -9.475
H -2.043 9.398 -7.925
H 3.200 1.304 7.123
H 0.021 0.375 0.345
H 0.059 -4.560 -0.364
O 4.735 4.085 1.084
H -2.325 -1.235 3.363
H 7.885 0.044 7.032
H 2.201 3.821 -7.164
H -1.813 -1.191 -3.090
H -0.223 -1.797 -2.642
C -0.640 0.232 -2.034
H -2.888 1.511 -1.443
N 6.565 -0.496 -1.888
H 5.672 0.850 2.788
H 7.975 -0.112 5.269
H -4.164 -1.636 5.460
H 0.095 -1.625 3.943
H 0.190 2.158 -8.527
H -5.405 -5.241 1.004
H -0.518 3.480 -9.476
H 1.483 1.209 -3.751
O -7.902 -3.409 -0.015
C -8.806 -7.073 3.148
O 3.282 0.177 -0.341
C -0.009 2.572 -2.961
H -0.911 9.460 -9.286
H 5.178 1.704 4.220
H -3.941 -3.057 -0.560
H -1.663 1.361 -3.611
O 1.925 2.884 6.755
C 0.799 -3.965 -0.890
Cl 3.192 -2.273 -1.477
H -1.765 6.908 -7.822
H -0.513 3.453 -3.364
H -4.643 0.816 5.181
C 7.674 -0.614 6.189
H 4.246 4.085 -1.405
H 0.644 2.093 -4.974
H 1.726 -1.144 -4.257
H -9.557 -6.340 1.266
O 0.711 0.285 -1.591
H -3.537 0.863 3.799
H -1.334 -0.013 -1.231
H 2.465 -2.277 3.676
H -0.436 -0.125 4.738
H -8.726 -7.898 1.154
H 8.289 -1.511 6.290
H 4.590 -1.873 2.407
H 5.174 1.522 -1.338
H -0.210 7.722 -7.612
C 1.926 -1.767 -0.406
H 3.958 4.142 7.996
H -7.942 -4.371 -0.086
C 0.912 -2.624 -0.240
C 1.054 2.180 -3.976
P 2.167 -0.546 2.100
H -10.216 -2.845 -2.414
C -4.660 -4.455 0.920
C -1.112 1.552 -2.696
H -1.630 2.592 -0.845
H 2.272 3.002 5.865
C 6.030 -0.280 -0.762
H 2.547 2.149 8.534
H -9.906 -4.372 -1.571
H 0.836 1.196 3.143
H 1.240 3.300 -9.358
H 0.464 2.897 -2.040
H -5.018 -0.083 3.699
N 3.696 2.032 1.136
*
```

Entry 9:
Formula: C22H21F5IrN7O2Se
Source: OMol25
Level of theory: ωB97M-V/def2-TZVPD

Calculated values
- Orbital gap (spin up / spin down): 7.270 / 7.271 eV
- HOMO energy (spin up / spin down): -14.0 / -14.0 eV
- Strongest force on any atom: 0.5 eV/A
- Relative energy (zero: lowest compared OMol25 entry of this formula, charge and spin): 0.0 kcal/mol

```
! RIJCOSX wB97M-V def2-TZVPD def2/J DEFGRID3
* xyz 2 1
C 4.667 0.309 -1.395
N 3.546 -0.173 -0.630
C 4.494 1.378 -2.258
H -2.657 4.820 3.072
C -4.714 0.107 0.566
H 0.176 -0.528 2.512
C -2.428 2.234 3.082
C -3.117 0.121 -1.210
C -2.991 3.074 1.938
C 3.605 -0.839 0.576
C -0.908 2.176 3.228
O -0.091 3.366 0.712
N -2.217 6.662 1.534
N -2.652 4.484 2.121
H 5.448 2.673 -3.673
H 4.530 -1.044 1.084
H -2.608 2.726 0.980
C 5.901 -0.303 -1.256
C 6.978 0.162 -1.989
H 6.033 -1.158 -0.606
F -4.907 -1.763 1.971
Se -1.226 -1.982 -1.843
H -2.237 6.952 2.496
H 0.937 1.517 2.402
H 1.899 0.368 -1.892
C -2.432 5.394 1.176
C 2.327 -1.125 0.925
C -0.228 2.165 0.777
H -2.194 5.773 -0.793
H -1.386 -0.151 2.369
C -4.324 -1.179 0.938
C 6.814 1.231 -2.865
C 2.255 -0.078 -0.981
C -3.317 -1.805 0.239
C -2.662 -1.168 -0.848
H -2.389 4.125 -0.412
N -0.471 0.034 1.966
Ir -0.553 -0.587 -0.098
N 8.827 2.102 -4.243
C -0.118 1.473 2.125
C -4.114 0.757 -0.497
O -0.521 1.407 -0.250
F -2.592 0.738 -2.241
H -0.668 1.684 4.173
H -2.838 2.628 4.016
C 5.568 1.836 -2.999
F -5.642 0.724 1.264
H 1.969 -1.690 1.768
H -4.077 2.967 1.913
F -2.950 -3.017 0.592
H -2.003 7.366 0.849
N 1.491 -0.652 -0.066
H 7.945 -0.311 -1.891
H -0.512 3.190 3.295
N -2.472 5.082 -0.115
H -2.857 1.229 3.003
C 7.934 1.715 -3.633
F -4.479 1.998 -0.813
H 3.540 1.882 -2.342
*
```